C22H32Cl2N4RuSSeSi2 | ωB97M-V/def2-TZVPD

## Properties
Total energy = -148843.4201 eV
2S+1 = 5
Max |F| = 1.0 eV/A
ΔE to the lowest compared entry with this formula, charge and spin = 39.9 kcal per mole
Charge = +2

XYZ file:
```
65
Properties=species:S:1:pos:R:3:forces:R:3:mulliken_spin:R:1
Ru 0.36389 1.53401 -0.97218 -0.5 0.1 -0.6 3.307
C 3.15095 3.96854 -0.20484 0.0 0.3 0.0 0.002
Si 2.67535 2.21004 -0.46241 0.3 -0.3 0.1 0.046
C 3.16030 1.53328 -2.16274 -0.1 -0.1 -0.1 0.097
C 3.30075 1.11509 0.88293 0.1 0.0 0.2 0.061
C 4.59776 1.29584 1.37507 0.0 -0.1 0.0 0.026
C 5.13316 0.38926 2.27941 0.0 0.0 0.0 0.005
C 4.37965 -0.69728 2.70342 0.0 0.0 0.0 0.002
C 3.08793 -0.88002 2.22614 0.1 0.1 0.0 -0.008
C 2.53262 0.02747 1.31919 0.2 -0.1 0.2 0.038
Si 0.76031 -0.14592 0.80621 0.6 -0.1 0.7 -0.036
C -0.41549 0.68931 2.00010 -0.2 0.2 -0.1 0.081
C 0.31890 -1.90794 0.48049 0.0 -0.1 -0.3 0.034
H 3.34056 4.48038 -1.14957 0.0 0.0 0.1 0.001
H 4.07027 3.98533 0.38711 0.0 0.0 0.0 -0.001
H 2.39285 4.52096 0.35368 0.1 0.0 0.0 0.004
H 3.78059 2.27032 -2.68187 0.0 0.0 0.0 0.017
H 2.33976 1.25518 -2.83566 0.1 0.0 -0.1 0.000
H 3.74375 0.62441 -2.00035 0.0 0.0 0.0 -0.001
H 5.20741 2.13187 1.04751 0.0 0.0 0.0 0.001
H 6.13949 0.53007 2.65188 0.0 0.0 0.0 0.000
H 4.79890 -1.40246 3.41038 0.0 0.0 0.0 -0.001
H 2.51371 -1.73099 2.57805 0.0 0.0 0.0 0.002
H -1.38210 0.17790 1.96112 0.0 0.1 0.0 -0.007
H -0.58125 1.75715 1.82745 0.0 0.0 0.1 0.006
H 0.02851 0.59499 2.99719 -0.1 0.0 0.0 0.019
H -0.43227 -2.19782 1.21921 0.0 -0.1 -0.1 0.007
H 1.21912 -2.51597 0.58766 0.0 0.0 0.0 0.000
H -0.11505 -2.08910 -0.50397 0.0 0.0 0.1 0.009
Cl -2.25383 1.51149 -0.79667 -0.2 0.1 -0.1 0.063
C -2.33934 0.96484 -2.49137 0.0 0.0 0.1 -0.017
Cl -0.73286 0.31588 -2.96843 -0.2 -0.1 -0.1 0.066
H -2.56164 1.81402 -3.12387 0.0 0.1 0.0 0.001
H -3.06809 0.16318 -2.55842 0.0 -0.1 0.0 0.005
S -0.08501 3.91116 -1.52925 0.1 0.2 -0.1 0.117
C 1.01609 4.79712 -2.51523 0.0 0.0 0.0 0.013
N 1.12374 6.11112 -2.43321 0.0 0.2 0.0 0.017
C 2.02239 6.67661 -3.45417 -0.1 -0.1 0.1 0.000
C 2.55869 5.40710 -4.15446 -0.1 0.0 0.1 0.000
N 1.80489 4.33644 -3.47589 0.2 0.0 -0.1 0.009
H 0.59247 6.65986 -1.77650 0.0 0.0 0.0 0.000
H 2.81224 7.25470 -2.98407 0.0 0.0 0.0 0.001
H 1.47117 7.32309 -4.13138 -0.1 0.0 0.0 0.000
H 3.62820 5.27382 -4.01047 0.0 0.0 0.0 0.001
H 2.34736 5.40459 -5.21985 0.0 0.0 0.0 0.000
H 1.83884 3.36956 -3.74514 -0.1 0.0 0.0 0.006
C -4.65070 -2.51394 2.65242 0.0 -0.1 0.0 0.000
N -4.20413 -3.49509 1.67901 0.0 0.0 0.1 0.000
C -3.63491 -3.23493 0.48383 -0.1 -0.3 0.1 -0.001
Se -3.26288 -1.58754 -0.26314 0.0 0.0 0.1 0.007
N -3.38447 -4.43052 -0.08927 0.1 -0.2 -0.1 0.000
C -3.79773 -5.48072 0.73316 0.1 0.1 -0.3 0.000
C -3.76092 -6.85777 0.58580 0.0 -0.1 0.0 0.000
C -4.27426 -7.60850 1.63079 0.0 0.0 0.0 0.000
C -4.80286 -7.00123 2.77470 0.0 0.1 0.0 0.000
C -4.83543 -5.62247 2.91302 0.0 -0.1 0.1 0.000
C -4.31806 -4.87973 1.86487 -0.1 0.3 0.1 0.000
H -4.44733 -1.52409 2.25918 0.0 0.0 0.0 0.000
H -4.12197 -2.65845 3.59366 0.0 0.0 0.0 0.000
H -5.72098 -2.62247 2.82123 0.0 0.0 0.0 0.000
H -2.99354 -4.51095 -1.01191 0.0 0.0 0.0 0.000
H -3.35608 -7.32488 -0.30307 0.0 0.0 0.0 0.000
H -4.26950 -8.68832 1.55988 0.0 0.0 0.0 0.000
H -5.19895 -7.62195 3.56749 0.0 0.0 0.0 0.000
H -5.25094 -5.15494 3.79612 0.0 0.0 0.0 0.000
```
Positions in Å, forces in eV/Å.

=====

C6H13NO | ωB97M-V/def2-TZVPD

## Properties
Total energy = -9968.3607 eV
Max |F| = 3.1 eV/A
SMILES = C/C=C/N.C=CCO
ΔE to the lowest compared entry with this formula, charge and spin = 64.9 kcal per mole

XYZ file:
```
21
Properties=species:S:1:pos:R:3:forces:R:3:mulliken_charge:R:1
C -1.04572 1.14948 -1.92631 -1.1 0.5 0.9 -0.940
C -0.22134 -0.02091 -2.19697 2.3 -1.7 -1.0 -0.163
C 1.12818 0.02655 -2.08041 -2.2 -0.1 0.3 -0.048
N 1.98526 -1.00404 -2.43535 1.2 0.0 -1.0 -0.567
H -0.45108 1.97481 -1.45232 -0.6 -0.7 -0.4 0.262
H -1.52351 1.49903 -2.84688 0.0 0.2 0.1 0.304
H -1.85636 0.82183 -1.24593 0.2 0.6 -0.1 0.209
H -0.64404 -0.98419 -2.62990 0.2 1.4 0.5 0.208
H 1.55156 0.87918 -1.56285 0.3 0.1 -0.2 0.252
H 2.92410 -0.60878 -2.66262 -1.1 -0.9 0.1 0.251
H 1.58842 -1.55816 -3.21973 0.8 0.6 0.8 0.241
C -1.85053 -0.23116 1.72712 2.2 -0.1 0.8 -0.884
C -0.56702 -0.65733 1.83782 -1.7 0.1 -0.9 0.134
C 0.41445 0.10348 2.65659 1.2 -1.7 0.5 -0.356
O 0.81807 -0.78865 3.75985 -0.1 0.7 -0.4 -0.527
H -2.61708 -0.78872 1.23563 -0.3 -0.1 -0.4 0.321
H -2.09170 0.70694 2.22535 -0.3 -0.2 -0.1 0.184
H -0.22980 -1.56231 1.28889 -0.2 0.6 0.7 0.283
H 1.32399 0.33803 2.08857 -0.2 0.1 -0.1 0.230
H -0.01546 0.98364 3.07276 -0.4 0.8 0.2 0.322
H 1.37960 -0.27873 4.36668 -0.2 -0.2 -0.4 0.283
```
Positions in Å, forces in eV/Å.

=====

CCl2O3S2 | ωB97M-V/def2-TZVPD

## Properties
Total energy = -53889.6374 eV
2S+1 = 3
Max |F| = 5.1 eV/A
ΔE to the lowest compared entry with this formula, charge and spin = 43.7 kcal per mole

XYZ file:
```
8
Properties=species:S:1:pos:R:3:forces:R:3:mulliken_spin:R:1
C 0.76735 0.75281 0.08924 -1.0 0.0 0.1 0.024
O 0.45393 1.59137 0.85204 0.2 0.0 0.1 0.017
O -0.79368 -1.09664 1.14583 -0.9 0.6 0.2 0.030
O 0.60874 -1.82532 -0.61432 1.0 -0.9 -2.2 -0.024
S -1.73967 -0.18235 -1.51376 1.6 -2.5 -4.1 1.333
S -0.23391 -0.80581 -0.14115 -0.2 0.1 3.5 0.053
Cl 2.01482 0.75349 -1.04152 1.2 0.4 -0.7 0.015
Cl -2.65584 0.89324 -0.13612 -1.9 2.4 3.1 0.551
```
Positions in Å, forces in eV/Å.